Molecular formula: C43H55BGeN7O2PdS2
Method: DFT, ωB97M-V/def2-TZVPD

Output
- DFT total energy: -5230.192688 Ha
- Highest occupied orbital energy (alpha / beta): -14.7 / -14.7 eV
- Orbital gap (alpha / beta): 5.65 / 2.49 eV
- Charge: +3
- Energy relative to the best compared isomer or geometry (same formula, charge and spin): 58.0 kJ/mol
- ⟨S²⟩: 6.047
- Multiplicity: 5
- LUMO level (alpha / beta): -9.05 / -12.21 eV

Cartesian coordinates (Å):
Pd1 1.43 -0.03 -0.42
C1 4.35 -0.88 -4.79
C2 4.08 -0.25 -3.48
C3 4.67 0.86 -2.89
C4 4.17 0.98 -1.54
N1 3.34 -0.05 -1.32
N2 3.29 -0.83 -2.55
B1 2.34 -2.05 -2.68
N3 2.50 -2.66 -1.27
N4 1.84 -2.01 -0.18
C5 2.23 -2.64 1.00
C6 2.91 -3.79 0.62
C7 3.10 -3.76 -0.80
C8 3.83 -4.74 -1.67
C9 1.59 -2.41 2.39
C10 1.69 -3.79 3.25
C11 2.46 -1.31 3.07
C12 0.08 -1.99 2.35
N5 0.84 -1.83 -2.95
N6 0.18 -2.97 -2.56
C13 -1.09 -2.77 -2.72
C14 -1.34 -1.42 -3.10
C15 -0.06 -0.86 -3.22
C16 0.48 0.40 -3.82
C17 -2.11 -3.92 -2.67
C18 -2.67 -4.04 -4.11
C19 -3.27 -3.50 -1.64
C20 -1.55 -5.19 -2.12
C21 4.56 2.07 -0.59
C22 5.90 1.58 0.01
C23 3.47 2.11 0.52
C24 4.67 3.36 -1.38
H1 5.36 -0.70 -5.14
H2 3.67 -0.57 -5.53
H3 4.11 -1.97 -4.60
H4 5.45 1.48 -3.38
H5 2.96 -2.71 -3.46
H6 3.29 -4.57 1.24
H7 4.87 -4.33 -1.67
H8 3.47 -4.82 -2.66
H9 3.82 -5.71 -1.13
H10 2.80 -3.98 3.36
H11 1.15 -4.52 2.74
H12 1.34 -3.53 4.25
H13 3.50 -1.55 3.23
H14 1.99 -1.10 4.03
H15 2.44 -0.39 2.44
H16 -0.46 -2.61 1.57
H17 -0.07 -0.94 2.11
H18 -0.30 -2.32 3.32
H19 -2.28 -0.99 -3.33
H20 0.99 0.29 -4.74
H21 1.30 0.66 -3.13
H22 -0.31 1.17 -3.73
H23 -3.02 -3.02 -4.34
H24 -3.53 -4.72 -4.13
H25 -1.84 -4.22 -4.81
H26 -3.95 -2.83 -2.16
H27 -2.92 -2.85 -0.83
H28 -3.83 -4.35 -1.23
H29 -0.71 -5.48 -2.68
H30 -2.30 -6.00 -2.08
H31 -1.20 -5.02 -1.07
H32 5.73 0.55 0.36
H33 6.06 2.18 0.86
H34 6.76 1.54 -0.66
H35 3.25 1.10 0.84
H36 2.66 2.75 0.20
H37 3.97 2.61 1.36
H38 5.36 3.29 -2.17
H39 4.94 4.19 -0.76
H40 3.68 3.62 -1.75
Ge1 -3.23 1.11 2.27
C25 -5.02 1.43 1.44
C26 -5.72 0.31 0.89
C27 -7.09 0.40 0.86
C28 -7.82 1.49 1.24
C29 -7.09 2.66 1.48
C30 -5.73 2.60 1.68
C31 -3.44 1.82 4.10
C32 -2.27 1.85 4.79
C33 -2.23 2.22 6.12
C34 -3.40 2.51 6.82
C35 -4.61 2.54 6.10
C36 -4.64 2.21 4.72
H41 -2.90 -0.40 2.08
H42 -5.28 -0.48 0.33
H43 -7.66 -0.46 0.49
H44 -8.94 1.54 1.20
H45 -7.60 3.60 1.46
H46 -5.12 3.51 1.89
H47 -1.31 1.57 4.28
H48 -1.28 2.21 6.68
H49 -3.41 2.86 7.88
H50 -5.50 2.86 6.57
H51 -5.60 2.05 4.34
O1 -3.24 4.52 1.47
S1 -1.93 3.99 1.88
O2 -1.37 4.25 3.20
N7 -1.88 2.29 1.53
C37 -1.02 2.13 0.45
S2 -0.87 0.51 -0.13
C38 -0.50 3.35 -0.10
C39 0.34 3.52 -1.27
C40 0.69 4.80 -1.64
C41 0.28 5.93 -0.87
C42 -0.52 5.77 0.26
C43 -0.87 4.47 0.65
H52 0.68 2.63 -1.77
H53 1.23 4.96 -2.56
H54 0.61 6.92 -1.17
H55 -0.81 6.60 0.90


Molecular formula: C14H40BClF3O13P
Method: DFT, ωB97M-V/def2-TZVPD

Output
- DFT total energy: -2661.456497 Ha
- Highest occupied orbital energy: -9.3 eV
- Orbital gap: 9.57 eV
- Charge: 0
- SMILES: CCB(O)[C@]1(P(O)Cl)OC(=O)O[C@@H]1C(F)(F)F.CO.CO.CO.CO.CO.CO.CO.CO
- LUMO level: 0.24 eV

Cartesian coordinates (Å):
C1 -4.34 -2.64 1.11
C2 -3.42 -1.45 0.61
B1 -1.93 -1.77 1.06
O1 -1.42 -1.15 2.17
C3 -1.05 -2.82 0.16
P1 -1.93 -3.59 -1.32
O2 -2.98 -4.74 -0.76
Cl1 -0.51 -4.71 -2.41
O3 -0.66 -3.88 1.09
C4 0.65 -3.63 1.46
O4 1.30 -4.38 2.03
O5 1.01 -2.38 0.97
C5 0.35 -2.39 -0.31
C6 0.52 -1.15 -1.21
F1 1.15 -1.53 -2.32
F2 1.24 -0.21 -0.63
F3 -0.63 -0.60 -1.60
H1 -4.75 -3.19 0.26
H2 -5.13 -2.21 1.73
H3 -3.75 -3.35 1.70
H4 -3.50 -1.30 -0.47
H5 -3.68 -0.50 1.08
H6 -1.18 -0.23 1.99
H7 -2.98 -5.45 -1.42
H8 0.96 -3.15 -0.84
C7 0.04 -0.42 -5.33
O6 0.92 0.64 -4.97
H9 -0.43 -0.17 -6.28
H10 0.61 -1.35 -5.45
H11 -0.73 -0.54 -4.56
H12 1.33 0.40 -4.13
C8 0.50 -0.74 5.21
O7 0.32 0.50 4.54
H13 -0.48 -1.13 5.47
H14 1.01 -1.45 4.56
H15 1.08 -0.59 6.13
H16 1.20 0.83 4.31
C9 0.48 1.13 -9.17
O8 -0.34 0.05 -9.61
H17 0.22 1.36 -8.13
H18 1.53 0.84 -9.22
H19 0.30 2.01 -9.79
H20 -0.10 -0.14 -10.52
C10 0.78 4.29 5.09
O9 0.64 3.55 3.88
H21 1.03 5.32 4.84
H22 -0.16 4.28 5.64
H23 1.58 3.87 5.71
H24 0.43 2.64 4.12
C11 0.04 8.25 4.43
O10 0.23 7.78 5.76
H25 0.50 7.54 3.75
H26 -1.02 8.33 4.20
H27 0.52 9.23 4.31
H28 -0.18 8.42 6.35
C12 3.71 -5.51 -2.81
O11 2.75 -4.89 -1.96
H29 4.70 -5.18 -2.51
H30 3.65 -6.59 -2.73
H31 3.54 -5.21 -3.85
H32 1.88 -5.19 -2.24
C13 -2.24 2.35 0.17
O12 -3.06 1.28 -0.28
H33 -2.52 2.58 1.20
H34 -1.19 2.07 0.13
H35 -2.40 3.24 -0.45
H36 -2.81 1.09 -1.19
C14 3.07 0.95 1.68
O13 3.23 1.76 2.84
H37 2.89 -0.08 1.99
H38 2.22 1.31 1.09
H39 3.98 0.99 1.07
H40 3.38 2.66 2.56


Molecular formula: C16H23IN2OV
Method: DFT, ωB97M-V/def2-TZVPD

Output
- DFT total energy: -2049.979939 Ha
- Highest occupied orbital energy (alpha / beta): -6.1 / -8.1 eV
- Orbital gap (alpha / beta): 5.76 / 7.34 eV
- Charge: 0
- Energy relative to the best compared isomer or geometry (same formula, charge and spin): 11.9 kJ/mol
- ⟨S²⟩: 3.782
- Multiplicity: 4
- LUMO level (alpha / beta): -0.34 / -0.73 eV

Cartesian coordinates (Å):
C1 -3.96 -0.72 1.34
C2 -4.25 0.47 0.41
H1 -4.26 -1.68 0.91
H2 -4.52 -0.64 2.28
H3 -2.90 -0.76 1.60
H4 -3.59 0.43 -0.47
H5 -5.28 0.46 0.04
H6 -4.10 1.41 0.93
C3 1.15 -2.77 -0.13
C4 2.10 -3.70 -0.56
C5 2.72 -3.54 -1.80
C6 2.50 -2.37 -2.51
H7 0.59 -2.86 0.81
H8 2.38 -4.53 0.10
H9 3.40 -4.30 -2.20
H10 3.09 -2.07 -3.36
N1 0.88 -1.66 -0.86
C7 1.52 -1.48 -2.06
C8 1.24 -0.20 -2.66
N2 0.35 0.54 -1.91
C9 0.04 1.81 -2.33
C10 1.53 1.63 -4.21
C11 0.60 2.38 -3.47
H11 -0.66 2.32 -1.68
H12 0.32 3.39 -3.78
C12 1.90 0.36 -3.77
H13 2.71 -0.21 -4.23
H14 1.96 2.03 -5.12
V1 -0.47 -0.31 -0.28
I1 -2.32 -1.54 -1.53
C13 0.65 2.50 2.26
C14 0.19 1.07 2.50
C15 1.44 0.35 2.99
C16 -0.85 1.12 3.61
O1 -0.39 0.47 1.33
H15 0.89 2.92 3.24
H16 -0.11 3.13 1.78
H17 1.56 2.56 1.65
H18 1.65 0.68 4.01
H19 1.34 -0.74 2.99
H20 2.31 0.61 2.38
H21 -1.68 1.80 3.37
H22 -1.28 0.14 3.84
H23 -0.37 1.50 4.52